No. 1
C24H46O6 | ωB97M-V with the def2-TZVPD basis set

## Properties
LUMO   0.7 eV
Relative energy (zero: lowest compared OMol25 entry of this formula, charge and spin)   1.35 kJ/mol
Electronic energy   -1393.54693 Ha
HOMO-LUMO gap   10.5 eV
Molecular weight   430.626 g mol⁻¹
HOMO level   -0.362 Eh

Last column: natural (NBO) charge in e.
Atoms and positions in Å:
1 C 2.3352 -0.2795 -7.1737  -0.6001
2 C 1.5552 -0.7667 -5.9591  -0.3876
3 C 2.4821 -1.2730 -4.8564  -0.3910
4 C 1.7064 -1.7628 -3.6351  -0.3952
5 C 2.6241 -2.2054 -2.4969  -0.3891
6 C 1.8351 -2.5793 -1.2436  -0.3992
7 C 2.7515 -3.0546 -0.1187  -0.3885
8 C 1.9902 -3.4782 1.1382  -0.3865
9 C 1.4953 -2.3042 1.9824  -0.3912
10 C 0.7289 -2.8024 3.2076  -0.3963
11 C 0.5506 -1.7524 4.3044  -0.3827
12 C -0.2916 -0.5357 3.9203  -0.3945
13 C -1.7107 -0.8896 3.4753  -0.3975
14 C -2.6466 0.3143 3.5835  -0.3953
15 C -3.9872 0.0489 2.8997  -0.4030
16 C -5.0768 1.0664 3.2468  -0.3814
17 C -4.6430 2.5258 3.0680  -0.5121
18 C -4.0378 2.7661 1.7083  0.8086
19 O -4.4717 2.3738 0.6581  -0.6101
20 O -2.9176 3.4998 1.8187  -0.5054
21 C -2.1662 3.7056 0.6329  -0.1034
22 C -1.3059 2.4702 0.3365  0.0408
23 O -0.4649 2.1624 1.4245  -0.7305
24 C -0.4525 2.7012 -0.9177  0.0529
25 O 0.5085 3.6967 -0.5905  -0.5452
26 C 1.6666 3.4533 -1.3556  -0.0802
27 C 1.8139 1.9303 -1.4188  0.0491
28 O 2.4825 1.5690 -2.5908  -0.7103
29 C 0.3421 1.4368 -1.3495  0.0575
30 O 0.1763 0.3264 -0.5198  -0.7296
31 H 2.9994 0.5358 -6.8954  0.2020
32 H 1.6585 0.0770 -7.9468  0.2071
33 H 2.9371 -1.0849 -7.5892  0.1995
34 H 0.8768 -1.5688 -6.2587  0.1932
35 H 0.9478 0.0527 -5.5681  0.1932
36 H 3.0937 -2.0906 -5.2454  0.1965
37 H 3.1599 -0.4655 -4.5671  0.1892
38 H 1.0421 -0.9712 -3.2785  0.1856
39 H 1.0709 -2.6023 -3.9263  0.2026
40 H 3.3297 -1.4047 -2.2540  0.1802
41 H 3.2158 -3.0636 -2.8255  0.1979
42 H 1.2526 -1.7182 -0.9143  0.2235
43 H 1.1323 -3.3780 -1.4915  0.1898
44 H 3.3330 -3.9063 -0.4820  0.1956
45 H 3.4590 -2.2621 0.1375  0.1900
46 H 1.1390 -4.0989 0.8493  0.1937
47 H 2.6488 -4.0934 1.7573  0.1958
48 H 2.3559 -1.7148 2.3091  0.1890
49 H 0.8544 -1.6615 1.3790  0.1969
50 H 1.2788 -3.6423 3.6420  0.1977
51 H -0.2460 -3.1803 2.8965  0.1970
52 H 1.5380 -1.4058 4.6214  0.1954
53 H 0.0834 -2.2367 5.1663  0.1954
54 H -0.3520 0.1152 4.7968  0.1981
55 H 0.2017 0.0316 3.1303  0.1994
56 H -1.6950 -1.2394 2.4417  0.1968
57 H -2.0979 -1.7011 4.0966  0.1923
58 H -2.8125 0.5425 4.6395  0.1888
59 H -2.1600 1.1760 3.1249  0.2105
60 H -4.3471 -0.9413 3.1908  0.2034
61 H -3.8408 0.0362 1.8181  0.2050
62 H -5.9407 0.8750 2.6082  0.2154
63 H -5.3860 0.9316 4.2855  0.2036
64 H -5.5179 3.1728 3.1656  0.2394
65 H -3.9131 2.8163 3.8224  0.2288
66 H -1.5300 4.5729 0.8174  0.2035
67 H -2.8406 3.8957 -0.2076  0.2091
68 H -1.9577 1.6025 0.1939  0.2165
69 H 0.1575 2.8985 1.5136  0.4857
70 H -1.0840 3.0506 -1.7455  0.1849
71 H 2.5021 3.9550 -0.8698  0.1983
72 H 1.5531 3.8339 -2.3789  0.1766
73 H 2.3474 1.5531 -0.5314  0.1680
74 H 2.4782 0.6059 -2.6657  0.4793
75 H 0.0247 1.1150 -2.3469  0.1918
76 H 0.1777 0.6229 0.4058  0.4949

=====

No. 2
C5H7NO3 | ωB97M-V with the def2-TZVPD basis set

## Properties
LUMO   0.0 eV
Relative energy (zero: lowest compared OMol25 entry of this formula, charge and spin)   191.15 kJ/mol
Electronic energy   -475.17619 Ha
HOMO-LUMO gap   9.7 eV
Molecular weight   129.115 g mol⁻¹
HOMO level   -0.355 Eh

Last column: natural (NBO) charge in e.
Atoms and positions in Å:
1 O 0.3072 -0.1868 2.6503  -0.5407
2 C 1.2200 0.3488 2.0050  0.6977
3 O 2.4120 0.7525 2.5706  -0.6508
4 C 1.0296 0.5886 0.5414  0.5515
5 O 1.8608 1.3384 0.0093  -0.6105
6 N 0.0315 0.0096 -0.2807  -0.3973
7 C -0.3887 0.3777 -1.6213  -0.1982
8 C -1.5434 -0.6180 -1.3523  -0.4114
9 C -1.0163 -0.9379 0.0289  -0.2017
10 H 2.9290 1.2153 1.8793  0.5146
11 H -0.6940 1.4054 -1.6644  0.2043
12 H 0.3029 0.0836 -2.4333  0.2060
13 H -2.5813 -0.1880 -1.3615  0.2160
14 H -1.6010 -1.5407 -1.9946  0.2139
15 H -1.6585 -0.6867 0.8739  0.2134
16 H -0.6099 -1.9618 0.1496  0.1932

=====

No. 3
C2H5N3O | ωB97M-V with the def2-TZVPD basis set

## Properties
LUMO   -0.1 eV
Relative energy (zero: lowest compared OMol25 entry of this formula, charge and spin)   401.04 kJ/mol
Electronic energy   -318.59774 Ha
HOMO-LUMO gap   9.7 eV
Molecular weight   87.082 g mol⁻¹
HOMO level   -0.359 Eh

Last column: natural (NBO) charge in e.
Atoms and positions in Å:
1 H 0.3823 -1.6776 -0.8845  0.3579
2 N 0.4336 -1.3851 0.1052  -0.7130
3 C 0.3697 -0.0912 0.2780  0.3615
4 N 0.4203 0.2729 1.6279  -0.8336
5 C 0.0147 0.9937 -0.6495  -0.1094
6 N -0.8152 0.8414 -1.6752  -0.0128
7 O -1.2829 -0.5247 -1.7905  -0.5665
8 H 0.9881 -0.5451 2.2401  0.4254
9 H 0.0100 1.0758 2.0781  0.4104
10 H 0.4664 2.0153 -0.4785  0.2236
11 H -0.9870 -0.9753 -0.8512  0.4565

=====

No. 4
C32H81NO10P2S | ωB97M-V with the def2-TZVPD basis set

## Properties
LUMO   0.0 eV
Electronic energy   -3155.66184 Ha
HOMO-LUMO gap   9.1 eV
Molecular weight   734.012 g mol⁻¹
HOMO level   -0.335 Eh

Last column: Löwdin charge in e.
Atoms and positions in Å:
1 C -3.0556 -0.1018 3.5553  -0.1198
2 N -1.7801 -0.8047 3.9665  -0.2216
3 C -1.6277 -2.1446 3.2322  -0.1011
4 C -0.5495 0.0659 3.7937  -0.2968
5 O 0.0977 0.5354 4.8965  -0.0500
6 C -0.0406 0.3492 2.2574  -0.3623
7 P 1.0685 1.9435 2.1244  0.7440
8 P 0.7763 2.5553 0.0063  0.1051
9 O -0.9535 2.8897 -0.1612  -0.3283
10 O 1.0844 1.0744 -0.9249  -0.3463
11 S 1.9174 4.0448 -0.5096  0.2354
12 H -3.8924 -0.4607 4.3253  0.1107
13 H -3.4262 -0.3710 2.4610  0.0885
14 H -2.9832 1.0803 3.5870  0.1105
15 H -2.3191 -2.9031 3.8411  0.1132
16 H -2.0786 -2.0570 2.1524  0.0835
17 H -0.5281 -2.5642 3.2580  0.1066
18 H 0.4864 -0.5621 1.7418  0.0749
19 H -1.0041 0.6067 1.6117  0.0954
20 H 2.4586 1.6000 2.3011  -0.0687
21 H -1.0544 3.8065 0.2486  0.0742
22 H 1.6242 0.4508 -0.3289  0.0611
23 C 0.2391 -3.7881 -0.8953  -0.0684
24 C 1.1367 -3.8362 0.3290  -0.2712
25 O 0.6627 -4.7133 1.3480  -0.1734
26 C 0.5265 -6.0852 0.9958  -0.2685
27 C 1.8304 -6.7341 0.5640  -0.0764
28 H -0.7802 -3.5036 -0.6134  0.0709
29 H 0.6197 -3.0599 -1.6188  0.0785
30 H 0.1819 -4.7579 -1.3964  0.0656
31 H 1.1806 -2.8357 0.7718  0.0974
32 H 2.1647 -4.0970 0.0539  0.1092
33 H -0.2461 -6.2047 0.2293  0.1080
34 H 0.1580 -6.6025 1.8884  0.1099
35 H 2.2303 -6.2751 -0.3445  0.0603
36 H 1.6786 -7.7979 0.3606  0.0802
37 H 2.5902 -6.6277 1.3448  0.0775
38 C -6.0366 -0.9042 -2.1043  -0.0822
39 C -5.1390 -0.9524 -0.8800  -0.2825
40 O -5.6129 -1.8295 0.1390  -0.1716
41 C -5.7492 -3.2013 -0.2132  -0.2785
42 C -4.4453 -3.8502 -0.6450  -0.0823
43 H -7.0559 -0.6197 -1.8224  0.0836
44 H -5.6560 -0.1760 -2.8278  0.0791
45 H -6.0938 -1.8740 -2.6054  0.0657
46 H -5.0951 0.0482 -0.4372  0.1168
47 H -4.1110 -1.2131 -1.1551  0.1039
48 H -6.5218 -3.3209 -0.9797  0.1059
49 H -6.1177 -3.7187 0.6794  0.1195
50 H -4.0454 -3.3912 -1.5535  0.0663
51 H -4.5971 -4.9140 -0.8484  0.0793
52 H -3.6855 -3.7438 0.1358  0.0709
53 C 2.0644 -3.4448 -6.2682  -0.0826
54 C 2.9620 -3.4929 -5.0439  -0.2762
55 O 2.4881 -4.3700 -4.0249  -0.1753
56 C 2.3518 -5.7418 -4.3771  -0.2818
57 C 3.6557 -6.3908 -4.8089  -0.0813
58 H 1.0452 -3.1603 -5.9863  0.0826
59 H 2.4450 -2.7166 -6.9917  0.0788
60 H 2.0072 -4.4146 -6.7693  0.0654
61 H 3.0059 -2.4923 -4.6011  0.1187
62 H 3.9900 -3.7537 -5.3190  0.1058
63 H 1.5792 -5.8614 -5.1436  0.1063
64 H 1.9833 -6.2592 -3.4845  0.1119
65 H 4.0556 -5.9318 -5.7174  0.0663
66 H 3.5039 -7.4546 -5.0123  0.0781
67 H 4.4155 -6.2844 -4.0281  0.0829
68 C -0.3391 8.6438 -5.1639  -0.0828
69 C 0.5585 8.5957 -3.9396  -0.2727
70 O 0.0846 7.7186 -2.9206  -0.1639
71 C -0.0517 6.3468 -3.2728  -0.2811
72 C 1.2522 5.6978 -3.7046  -0.1050
73 H -1.3583 8.9283 -4.8820  0.0831
74 H 0.0415 9.3720 -5.8874  0.0714
75 H -0.3963 7.6740 -5.6650  0.0657
76 H 0.6024 9.5963 -3.4968  0.1180
77 H 1.5865 8.3349 -4.2147  0.1064
78 H -0.8243 6.2272 -4.0393  0.1048
79 H -0.4202 5.8294 -2.3802  0.1042
80 H 1.6521 6.1568 -4.6131  0.0648
81 H 1.1004 4.6340 -3.9080  0.0764
82 H 2.0120 5.8042 -2.9238  0.0457
83 C -1.9601 13.4376 -4.4087  -0.0816
84 C -0.8540 13.4273 -5.4494  -0.2760
85 O -0.7629 12.2014 -6.1712  -0.1745
86 C -1.9103 11.8149 -6.9186  -0.2875
87 C -2.3023 12.8162 -7.9917  -0.0823
88 H -1.8333 12.6080 -3.7052  0.0815
89 H -1.9481 14.3782 -3.8486  0.0781
90 H -2.9484 13.3329 -4.8641  0.0655
91 H 0.1067 13.5648 -4.9422  0.1187
92 H -0.9587 14.2681 -6.1442  0.1052
93 H -2.7493 11.6093 -6.2459  0.1065
94 H -1.6631 10.8636 -7.4025  0.1143
95 H -2.5897 13.7797 -7.5615  0.0658
96 H -3.1521 12.4431 -8.5702  0.0778
97 H -1.4641 12.9994 -8.6714  0.0835
98 C 4.2941 -0.4814 9.5064  -0.0862
99 C 4.8717 0.3796 8.3964  -0.2810
100 O 4.4670 -0.0272 7.0915  -0.1674
101 C 3.0702 -0.0048 6.8212  -0.2786
102 C 2.4465 1.3734 6.9595  -0.0838
103 H 4.5580 -1.5332 9.3533  0.0812
104 H 4.6810 -0.1601 10.4788  0.0762
105 H 3.2034 -0.4193 9.5440  0.0651
106 H 5.9637 0.3027 8.4245  0.1168
107 H 4.6331 1.4374 8.5536  0.1046
108 H 2.5511 -0.7371 7.4480  0.1071
109 H 2.9461 -0.3418 5.7862  0.1132
110 H 2.5149 1.7483 7.9846  0.0656
111 H 1.3880 1.3429 6.6860  0.0512
112 H 2.9585 2.0940 6.3138  0.0837
113 C -0.5920 -10.1674 6.1103  -0.0834
114 C -0.3282 -9.9117 4.6365  -0.2782
115 O -0.3512 -8.5302 4.2855  -0.1706
116 C 0.6000 -7.6923 4.9318  -0.2790
117 C 2.0414 -8.0901 4.6643  -0.0759
118 H -1.5501 -9.7300 6.4104  0.0828
119 H -0.6183 -11.2431 6.3120  0.0779
120 H 0.1820 -9.7276 6.7446  0.0655
121 H -1.1146 -10.3977 4.0495  0.1181
122 H 0.6175 -10.3662 4.3209  0.1054
123 H 0.3965 -7.6469 6.0067  0.1064
124 H 0.4397 -6.6800 4.5448  0.1145
125 H 2.2672 -9.0850 5.0583  0.0670
126 H 2.7273 -7.3813 5.1367  0.0806
127 H 2.2410 -8.1125 3.5882  0.0702